Density functional theory data (ωB97M-V/def2-TZVPD) for a cluster of 4 separate species, C25H58N4O9 in total.

Last column: Löwdin charge in e.
Atoms and positions in Å:
N -0.6976 -3.9306 1.0149  0.014
C -0.5490 -4.0221 -0.4331  -0.219
C 0.8968 -4.2788 -0.9238  -0.367
O 1.5927 -5.1197 -0.0195  -0.027
C 1.6901 -3.0078 -1.2471  -0.085
C 1.4484 -1.8120 -0.3366  -0.217
C 0.5318 -0.6839 -0.8236  -0.107
C 0.9255 0.4645 0.1064  -0.125
O 2.3052 0.1898 0.4915  0.035
C 2.6865 -0.9859 -0.0457  -0.455
O 3.8263 -1.2715 -0.2637  0.134
H -0.7499 -2.9771 1.3462  0.053
H -1.5289 -4.4070 1.3326  0.066
H -1.1621 -4.8480 -0.7940  0.113
H -0.9211 -3.1200 -0.9353  0.100
H 0.7978 -4.8536 -1.8502  0.135
H 2.3436 -4.6502 0.3535  0.081
H 1.5141 -2.7158 -2.2866  0.130
H 2.7546 -3.2575 -1.1908  0.119
H 1.0834 -2.1212 0.6520  0.153
H 0.7990 -0.4334 -1.8529  0.131
H -0.5308 -0.9173 -0.7734  0.111
H 0.9179 1.4364 -0.3797  0.115
H 0.3344 0.5030 1.0225  0.124
C -2.9598 4.0973 4.3553  -0.109
O -3.6558 4.4557 3.1809  -0.209
C -3.5632 5.8229 2.8062  -0.214
C -2.7242 5.9984 1.5604  -0.216
N -1.3312 5.6605 1.7934  -0.048
C -0.5011 5.6162 0.5974  -0.198
C -0.9194 4.7034 -0.5514  -0.214
O -0.8324 3.3158 -0.2711  -0.193
C -1.9412 2.7646 0.4102  -0.096
H -3.3084 3.1077 4.6458  0.088
H -1.8746 4.0557 4.2070  0.081
H -3.1664 4.7973 5.1706  0.089
H -3.1827 6.4265 3.6361  0.123
H -4.5745 6.1686 2.5723  0.118
H -2.7953 7.0435 1.2399  0.129
H -3.1893 5.3893 0.7731  0.091
H -1.2835 4.7700 2.2711  0.076
H 0.5065 5.3291 0.9071  0.121
H -0.4288 6.6318 0.1915  0.118
H -0.2256 4.8852 -1.3753  0.122
H -1.9261 4.9373 -0.9185  0.113
H -2.8837 3.2321 0.1078  0.079
H -1.8450 2.8476 1.4971  0.079
H -1.9841 1.7040 0.1558  0.080
C -6.3700 5.3709 -1.3221  -0.112
O -5.6000 4.5061 -0.5159  -0.209
C -6.2636 4.0012 0.6396  -0.206
C -6.5896 2.5311 0.5043  -0.214
N -7.6173 2.2983 -0.4951  -0.050
C -7.8680 0.9017 -0.8221  -0.201
C -6.7158 0.0608 -1.3623  -0.227
O -6.2862 0.4171 -2.6629  -0.177
C -5.3625 1.4837 -2.7278  -0.101
H -5.6892 5.8453 -2.0272  0.088
H -7.1460 4.8438 -1.8887  0.079
H -6.8549 6.1481 -0.7226  0.089
H -7.1682 4.5823 0.8457  0.126
H -5.5748 4.1211 1.4805  0.103
H -6.9479 2.1690 1.4738  0.128
H -5.6481 2.0049 0.2897  0.101
H -7.3904 2.8086 -1.3380  0.073
H -8.6721 0.8745 -1.5612  0.120
H -8.2486 0.4035 0.0770  0.118
H -7.0736 -0.9686 -1.4388  0.121
H -5.8577 0.0554 -0.6777  0.109
H -4.6666 1.4621 -1.8822  0.081
H -5.8488 2.4636 -2.7467  0.073
H -4.7962 1.3663 -3.6511  0.089
C 5.6941 -5.4693 1.5643  -0.122
O 5.6145 -4.8560 0.2980  -0.198
C 6.1205 -3.5211 0.2344  -0.207
C 7.4321 -3.4541 -0.5138  -0.213
N 8.5062 -4.1048 0.2182  -0.052
C 9.7612 -4.2482 -0.5041  -0.204
C 9.7678 -5.0419 -1.8066  -0.229
O 9.5637 -6.4337 -1.6472  -0.180
C 8.2144 -6.8425 -1.5498  -0.103
H 5.0851 -6.3716 1.5248  0.088
H 6.7173 -5.7532 1.8380  0.077
H 5.3043 -4.8142 2.3510  0.087
H 6.2321 -3.1151 1.2452  0.126
H 5.3777 -2.9245 -0.2904  0.090
H 7.6896 -2.3989 -0.6541  0.127
H 7.2652 -3.8827 -1.5122  0.106
H 8.1946 -5.0106 0.5410  0.070
H 10.4809 -4.7181 0.1707  0.119
H 10.1439 -3.2450 -0.7253  0.117
H 10.7623 -4.9369 -2.2469  0.120
H 9.0479 -4.6420 -2.5320  0.110
H 7.5653 -6.2369 -2.1902  0.088
H 7.8305 -6.7910 -0.5268  0.072
H 8.1657 -7.8795 -1.8805  0.087

E	-51249.164	eV
structure (SMILES)	NC[C@H](O)C[C@@H]1CCOC1=O.COCCNCCOC.COCCNCCOC.COCCNCCOC
2S+1	1
HOMO energy	-8.35	eV
molar mass	558.76	g/mol
orbital gap	8.62	eV